*w*
{
  "formula": "C5H6O2",
  "method": "ωB97M-V/def2-TZVPD",
  "species": ["O", "C", "C", "C", "C", "C", "O", "H", "H", "H", "H", "H", "H"],
  "coordinates": [[-2.44, 0.98, -0.59], [-1.20, 1.10, -1.26], [-0.06, 0.69, -0.46], [0.93, 0.52, 0.22], [1.66, -0.49, 0.97], [0.68, -1.73, 0.75], [0.82, -2.85, 1.14], [-2.36, 1.44, 0.25], [-0.99, 2.13, -1.57], [-1.29, 0.49, -2.17], [1.77, -0.25, 2.04], [2.66, -0.70, 0.57], [-0.18, -1.33, 0.12]],
  "smiles": "O=CCC#CCO",
  "homo_ev": -10.07,
  "spin_multiplicity": 1,
  "e_lumo_ha": 0.023
}

*x*
{
  "formula": "C5H6O2",
  "method": "ωB97M-V/def2-TZVPD",
  "species": ["C", "C", "C", "C", "C", "H", "H", "H", "H", "H", "H", "O", "O"],
  "coordinates": [[-1.34, -0.94, 0.58], [0.49, -0.48, -0.07], [1.47, 0.43, -0.18], [0.73, 1.39, -0.95], [-0.72, 0.26, 0.30], [-1.67, -0.92, 1.64], [-1.80, -1.66, -0.08], [0.19, -1.04, -0.92], [2.58, 0.39, -0.03], [1.32, 1.96, -1.65], [-0.67, 0.81, 1.37], [0.01, -1.49, 0.82], [-0.58, 1.31, -0.84]],
  "homo_ev": -8.12,
  "spin_multiplicity": 1,
  "e_lumo_ha": 0.036
}

Stability verdict: *w*, ahead by 3.469 eV

*w*
{
  "formula": "C5H6O2",
  "method": "ωB97M-V/def2-TZVPD",
  "species": ["O", "C", "C", "C", "C", "C", "O", "H", "H", "H", "H", "H", "H"],
  "coordinates": [[0.98, -0.77, -0.91], [1.92, -0.18, 0.23], [1.13, 0.38, 1.33], [-0.09, 0.19, 1.15], [-1.26, -0.21, 0.54], [-2.08, 0.75, -0.21], [-3.16, 0.50, -0.69], [0.98, -0.19, -1.69], [2.52, 0.54, -0.33], [2.52, -1.03, 0.53], [-1.77, -1.11, 0.87], [-0.07, -0.62, -0.46], [-1.60, 1.75, -0.36]],
  "homo_ev": -8.76,
  "spin_multiplicity": 1,
  "e_lumo_ha": 0.002
}

*x*
{
  "formula": "C5H6O2",
  "method": "ωB97M-V/def2-TZVPD",
  "species": ["O", "C", "C", "O", "C", "C", "C", "H", "H", "H", "H", "H", "H"],
  "coordinates": [[1.11, 1.76, 1.18], [0.71, 0.92, 0.40], [1.57, -0.19, -0.21], [0.70, -1.08, -0.87], [-0.63, -0.64, -0.71], [-1.33, -0.45, 0.61], [-0.70, 0.73, -0.12], [2.15, -0.73, 0.54], [2.28, 0.27, -0.92], [-1.25, -0.96, -1.54], [-0.95, -0.65, 1.61], [-2.40, -0.58, 0.54], [-1.25, 1.58, -0.50]],
  "smiles": "O=C1CO[C@H]2C[C@@H]12",
  "homo_ev": -9.73,
  "spin_multiplicity": 1,
  "e_lumo_ha": 0.031
}

Stability verdict: *x*, ahead by 3.495 eV

*w*
{
  "formula": "C5H6O2",
  "method": "ωB97M-V/def2-TZVPD",
  "species": ["O", "C", "C", "C", "C", "C", "O", "H", "H", "H", "H", "H", "H"],
  "coordinates": [[1.75, 1.37, -0.90], [1.86, 0.66, 0.21], [1.06, -0.43, 0.51], [0.12, -1.29, 0.29], [-1.32, -0.91, 0.45], [-1.76, 0.20, -0.49], [-1.04, 0.92, -1.15], [0.85, 1.18, -1.27], [2.66, 1.01, 0.86], [2.26, -0.74, 0.31], [-1.55, -0.53, 1.46], [-2.02, -1.74, 0.29], [-2.86, 0.32, -0.57]],
  "homo_ev": -7.84,
  "spin_multiplicity": 1,
  "e_lumo_ha": 0.022
}

*x*
{
  "formula": "C5H6O2",
  "method": "ωB97M-V/def2-TZVPD",
  "species": ["C", "C", "O", "C", "O", "C", "C", "H", "H", "H", "H", "H", "H"],
  "coordinates": [[1.33, -1.29, 0.52], [0.59, 0.01, 0.24], [1.38, 0.98, -0.42], [-0.63, -0.28, -0.69], [-0.76, -1.20, -1.46], [-1.59, 0.80, -0.56], [-2.13, 1.83, -0.23], [1.92, -1.30, 1.44], [1.96, -1.57, -0.32], [0.53, -2.03, 0.63], [0.22, 0.44, 1.19], [0.77, 1.70, -0.66], [-2.76, 2.67, -0.04]],
  "smiles": "C#CC(=O)[C@@H](C)O",
  "homo_ev": -10.12,
  "spin_multiplicity": 1,
  "e_lumo_ha": -0.001
}

Stability verdict: *x*, ahead by 2.631 eV

*w*
{
  "formula": "C5H6O2",
  "method": "ωB97M-V/def2-TZVPD",
  "species": ["C", "C", "C", "C", "C", "O", "O", "H", "H", "H", "H", "H", "H"],
  "coordinates": [[-3.33, 2.05, -1.01], [-1.66, 0.68, 0.92], [-0.82, 0.18, 0.06], [-0.53, -1.23, 0.33], [-0.30, 0.63, -1.28], [-3.13, 1.01, -1.47], [-3.35, 3.07, -0.50], [0.47, -1.45, 0.32], [-0.92, -1.82, -0.42], [-0.93, -1.43, 1.27], [-1.19, 0.39, -1.99], [0.66, 0.07, -1.44], [-0.12, 1.77, -1.38]],
  "homo_ev": -9.61,
  "spin_multiplicity": 1,
  "e_lumo_ha": -0.005
}

*x*
{
  "formula": "C5H6O2",
  "method": "ωB97M-V/def2-TZVPD",
  "species": ["C", "C", "C", "C", "C", "O", "O", "H", "H", "H", "H", "H", "H"],
  "coordinates": [[-0.28, -0.01, 1.50], [-1.08, 0.76, 2.27], [-2.02, 1.35, -0.24], [0.14, 0.13, 0.18], [1.33, -0.59, -0.28], [-1.85, 2.04, 0.88], [-0.66, 0.66, -0.70], [0.38, -0.63, 2.17], [-2.65, 0.38, -0.09], [-2.29, 2.06, -1.15], [1.84, -0.11, -0.97], [0.93, -1.65, -0.62], [1.99, -0.75, 0.51]],
  "homo_ev": -9.10,
  "spin_multiplicity": 1,
  "e_lumo_ha": -0.027
}

*y*
{
  "formula": "C5H6O2",
  "method": "ωB97M-V/def2-TZVPD",
  "species": ["O", "C", "C", "C", "C", "O", "C", "H", "H", "H", "H", "H", "H"],
  "coordinates": [[-1.53, 0.68, 1.91], [-0.84, 1.30, 1.19], [0.87, -1.10, 0.88], [0.48, -1.03, -0.38], [-0.39, -1.13, -1.51], [0.96, -0.58, -1.57], [-0.11, 2.03, 0.38], [0.19, -1.50, 1.63], [1.84, -0.73, 1.18], [-0.51, -2.09, -2.02], [-1.18, -0.40, -1.67], [0.76, 1.62, -0.11], [-0.41, 3.06, 0.23]],
  "smiles": "C=C1CO1.C=C=O",
  "homo_ev": -9.23,
  "spin_multiplicity": 1,
  "e_lumo_ha": 0.033
}

*z*
{
  "formula": "C5H6O2",
  "method": "ωB97M-V/def2-TZVPD",
  "species": ["O", "C", "C", "O", "C", "C", "C", "H", "H", "H", "H", "H", "H"],
  "coordinates": [[2.06, -1.58, 1.88], [0.06, -0.25, 0.12], [0.13, 1.29, -0.22], [0.22, 1.15, -1.63], [-0.28, -0.16, -1.41], [-1.51, -0.11, -0.63], [-1.21, 0.94, 0.24], [2.73, -1.51, 1.19], [1.25, -1.26, 1.43], [0.77, 2.02, 0.26], [-0.07, -0.91, -2.17], [-2.28, -0.86, -0.51], [-1.70, 1.18, 1.17]],
  "homo_ev": -9.03,
  "spin_multiplicity": 1,
  "e_lumo_ha": 0.029
}

Stability verdict: *y*, ahead by 0.488 eV